(1)
7 unconnected molecules or ions with the total composition C16H50N4O7 in a non-equilibrium geometry. Source: OMol25; level of theory: ωB97M-V/def2-TZVPD.

Each line ends with the Löwdin charge.
Atoms and positions in Å:
C  1.69  -5.36  2.26  -0.027
C  2.68  -4.40  1.52  -0.385
C  2.19  -3.66  0.24  -0.210
O  1.79  -4.59  -0.74  -0.167
C  1.53  -3.96  -2.02  -0.079
N  3.10  -3.48  2.54  0.011
H  2.12  -5.81  3.15  0.069
H  1.49  -6.24  1.65  0.079
H  0.80  -4.90  2.70  0.068
H  3.57  -4.80  1.03  0.135
H  3.05  -3.08  -0.11  0.123
H  1.40  -2.98  0.58  0.111
H  0.84  -3.12  -2.08  0.082
H  1.01  -4.69  -2.65  0.086
H  2.48  -3.63  -2.44  0.085
H  3.53  -3.95  3.33  0.104
H  3.80  -2.85  2.18  0.089
C  2.33  0.26  3.79  -0.080
C  2.94  0.88  2.55  -0.427
C  4.50  0.81  2.51  -0.224
O  5.04  1.33  1.37  -0.168
C  4.83  2.73  1.18  -0.076
N  2.38  0.01  1.55  0.069
H  2.69  0.89  4.60  0.083
H  2.86  -0.67  3.99  0.071
H  1.27  0.00  3.77  0.083
H  2.62  1.92  2.64  0.120
H  4.64  -0.26  2.60  0.117
H  5.07  1.25  3.33  0.130
H  5.50  3.27  1.86  0.093
H  3.82  3.12  1.26  0.057
H  5.03  2.99  0.14  0.094
H  2.25  -0.83  2.09  0.015
H  3.23  -0.25  1.08  0.071
C  -6.95  1.62  -4.16  -0.062
C  -6.37  0.84  -2.98  -0.463
C  -5.20  1.51  -2.31  -0.208
O  -4.72  0.73  -1.20  -0.183
C  -3.48  1.18  -0.72  -0.111
N  -7.43  0.62  -2.01  0.037
H  -7.79  1.05  -4.56  0.069
H  -6.27  1.74  -5.01  0.074
H  -7.39  2.56  -3.84  0.080
H  -5.98  -0.15  -3.23  0.135
H  -5.58  2.43  -1.88  0.126
H  -4.45  1.89  -3.01  0.118
H  -3.69  2.17  -0.30  0.093
H  -2.72  1.28  -1.49  0.065
H  -3.15  0.52  0.08  0.087
H  -7.01  0.19  -1.20  0.067
H  -8.05  -0.05  -2.45  0.069
C  -0.88  3.30  -3.02  -0.069
C  0.25  2.71  -2.24  -0.407
C  0.01  2.58  -0.73  -0.220
O  -0.08  3.82  -0.12  -0.170
C  1.16  4.38  0.28  -0.096
N  0.45  1.31  -2.71  0.032
H  -0.94  4.28  -2.56  0.081
H  -1.89  2.91  -3.20  0.070
H  -0.52  3.46  -4.04  0.078
H  1.15  3.30  -2.36  0.125
H  0.81  2.00  -0.26  0.113
H  -0.96  2.10  -0.58  0.104
H  0.94  5.38  0.67  0.085
H  1.72  4.63  -0.62  0.088
H  1.70  3.98  1.14  0.070
H  0.23  0.48  -2.18  0.057
H  -0.08  1.13  -3.55  0.055
O  0.76  -2.30  2.88  -0.076
H  1.59  -2.78  2.76  -0.053
H  0.31  -2.78  3.58  0.055
O  -2.52  -2.74  0.55  -0.049
H  -2.65  -3.45  1.17  0.025
H  -1.76  -2.26  0.87  -0.019
O  -0.56  -0.41  0.88  -0.061
H  -0.37  -0.94  1.65  -0.010
H  0.30  -0.16  0.54  -0.008

Results
SMILES string: COC[C@H](C)N.COC[C@H](C)N.COC[C@H](C)N.COC[C@H](C)N.O.O.O
Relative energy (zero: lowest compared OMol25 entry of this formula, charge and spin): 72.0 kcal per mole
Molecular weight: 410.60 g/mol
Multiplicity: 1
DFT total energy: -37691.19370 eV
Total charge: 0
Lowest unoccupied orbital energy: 0.344 eV
Kohn-Sham gap: 9.051 eV

(2)
A molecular structure, C16H51BO8PtSr in a non-equilibrium geometry. Source: OMol25; level of theory: ωB97M-V/def2-TZVPD.

Each line ends with the Löwdin spin population.
Atoms and positions in Å:
Pt  30.47  -16.75  -17.79  1.556
Sr  32.33  -20.14  -19.36  0.003
B  33.02  -17.49  -18.42  0.076
H  32.73  -18.31  -17.69  0.001
H  32.46  -16.55  -17.98  0.043
H  34.16  -17.28  -18.48  0.016
H  32.64  -17.71  -19.48  0.002
C  28.54  -18.81  -20.01  0.002
C  29.09  -19.44  -18.73  0.015
O  30.29  -18.87  -18.24  0.071
H  27.71  -19.46  -20.30  0.000
H  29.17  -18.74  -20.90  0.000
H  28.18  -17.80  -19.84  0.001
H  29.16  -20.54  -18.83  0.004
H  28.32  -19.35  -17.96  0.001
C  31.44  -17.57  -13.24  0.003
C  30.77  -16.91  -14.43  0.003
O  31.41  -17.22  -15.69  0.065
H  31.45  -18.66  -13.34  0.000
H  30.88  -17.34  -12.34  0.001
H  32.49  -17.26  -13.19  0.000
H  30.85  -15.84  -14.19  0.000
H  29.73  -17.20  -14.58  0.001
H  32.35  -17.23  -15.41  0.002
C  35.17  -15.78  -14.09  0.000
C  35.56  -16.75  -15.22  0.000
O  34.37  -17.17  -15.89  0.002
H  34.30  -16.07  -13.50  0.000
H  35.01  -14.78  -14.49  0.000
H  36.09  -15.73  -13.51  0.000
H  36.05  -17.60  -14.75  0.000
H  36.26  -16.24  -15.88  0.000
H  34.45  -17.15  -16.86  0.001
C  31.58  -17.88  -23.67  0.000
C  32.38  -18.09  -22.41  0.000
O  31.86  -19.21  -21.62  0.000
H  31.79  -16.86  -24.01  0.000
H  30.49  -17.92  -23.58  0.000
H  31.84  -18.62  -24.43  0.000
H  32.29  -17.22  -21.77  0.000
H  33.44  -18.29  -22.57  0.000
H  31.65  -19.93  -22.22  0.000
C  35.75  -14.56  -19.83  0.000
C  34.38  -14.01  -19.42  0.000
O  33.34  -14.94  -19.62  0.005
H  36.53  -13.81  -19.94  0.000
H  35.63  -15.17  -20.73  0.000
H  36.11  -15.34  -19.15  0.000
H  34.25  -13.13  -20.06  0.000
H  34.47  -13.49  -18.46  0.000
H  33.56  -15.74  -19.10  0.002
C  30.97  -21.06  -15.53  0.000
C  32.45  -21.32  -15.74  0.000
O  33.02  -20.49  -16.74  0.000
H  30.26  -21.33  -16.32  0.000
H  30.73  -20.05  -15.20  0.000
H  30.66  -21.60  -14.63  0.000
H  32.55  -22.37  -16.02  0.000
H  33.01  -21.30  -14.80  0.000
H  33.07  -19.58  -16.42  0.000
C  32.34  -13.41  -15.86  0.001
C  31.05  -13.76  -16.62  0.002
O  31.38  -14.70  -17.64  0.034
H  33.18  -13.04  -16.44  0.000
H  32.64  -14.37  -15.42  0.000
H  32.27  -12.80  -14.96  0.000
H  30.66  -12.87  -17.13  0.000
H  30.34  -14.12  -15.89  0.000
H  32.03  -14.40  -18.30  0.001
C  30.31  -13.94  -21.06  0.002
C  29.59  -15.27  -20.83  0.008
O  30.41  -16.10  -19.98  0.071
H  31.15  -14.09  -21.74  0.000
H  30.65  -13.53  -20.12  0.000
H  29.65  -13.22  -21.56  0.001
H  29.57  -15.74  -21.82  0.001
H  28.58  -15.16  -20.45  0.001
H  31.11  -16.47  -20.52  0.001

Results
Relative energy (zero: lowest compared OMol25 entry of this formula, charge and spin): 0.0 kcal per mole
Molecular weight: 665.09 g/mol
Expectation value of S²: 2.0033
Multiplicity: 3
DFT total energy: -38540.26157 eV
Total charge: +2
Lowest unoccupied orbital energy (spin up / spin down): -6.250 / -7.434 eV
Kohn-Sham gap (spin up / spin down): 8.171 / 7.325 eV

(3)
A molecular structure, C16H52B2N4O5V in a non-equilibrium geometry. Source: OMol25; level of theory: ωB97M-V/def2-TZVPD.

Each line ends with the Löwdin spin population.
Atoms and positions in Å:
O  2.46  0.26  -1.49  -0.214
V  1.01  0.07  -2.14  1.151
B  1.06  -2.10  -2.72  0.005
H  1.31  -2.01  -1.57  -0.003
H  1.85  -1.51  -3.36  0.006
H  0.92  -3.24  -3.02  0.000
H  0.04  -1.56  -2.91  0.002
B  0.18  -0.08  0.16  0.014
H  1.14  -0.65  0.59  0.003
H  -0.60  0.14  1.03  0.002
H  0.54  0.93  -0.33  -0.003
H  -0.35  -0.77  -0.62  0.007
C  0.80  -5.11  2.43  0.000
C  1.05  -3.69  1.97  0.000
C  2.42  -3.55  1.31  0.000
O  3.49  -3.66  2.22  0.000
C  3.73  -2.47  2.94  0.000
N  -0.03  -3.29  1.04  0.001
H  0.71  -5.74  1.53  0.000
H  -0.11  -5.21  3.02  0.000
H  1.65  -5.54  2.97  0.000
H  1.04  -2.99  2.82  0.000
H  2.49  -2.58  0.80  0.000
H  2.50  -4.30  0.51  0.000
H  2.87  -2.16  3.54  0.000
H  3.97  -1.65  2.25  0.000
H  4.51  -2.68  3.66  0.000
H  0.32  -2.48  0.53  0.000
H  -0.76  -2.90  1.63  0.000
C  -4.99  1.52  -0.69  0.000
C  -3.83  0.60  -0.38  0.000
C  -3.75  -0.62  -1.28  0.000
O  -3.90  -0.27  -2.64  0.000
C  -3.90  -1.40  -3.49  0.000
N  -2.54  1.32  -0.30  0.000
H  -4.97  2.43  -0.09  0.000
H  -5.94  1.00  -0.56  0.000
H  -4.93  1.89  -1.72  0.000
H  -4.00  0.20  0.63  0.000
H  -4.57  -1.28  -0.97  0.000
H  -2.82  -1.18  -1.12  0.000
H  -4.24  -1.08  -4.47  0.000
H  -4.54  -2.18  -3.05  0.000
H  -2.91  -1.86  -3.57  0.000
H  -2.56  2.02  0.43  0.000
H  -1.84  0.64  -0.04  0.000
C  -2.17  2.66  -3.82  0.000
C  -0.85  2.04  -3.41  0.003
C  -0.15  2.92  -2.41  0.000
O  1.11  2.35  -2.02  0.016
C  1.93  3.29  -1.36  0.000
N  -1.04  0.68  -2.83  0.004
H  -2.82  2.64  -2.94  0.000
H  -2.66  2.08  -4.60  0.000
H  -2.05  3.71  -4.10  0.000
H  -0.18  1.92  -4.27  0.002
H  -0.73  3.07  -1.49  0.000
H  -0.01  3.90  -2.88  0.000
H  1.45  3.68  -0.45  0.000
H  2.32  4.06  -2.02  0.000
H  2.82  2.77  -1.00  0.000
H  -1.61  0.85  -1.99  0.001
H  -1.69  0.16  -3.41  0.000
C  0.35  1.07  4.49  0.000
C  1.09  1.93  3.49  0.000
C  2.34  1.25  2.96  0.000
O  3.09  2.24  2.27  0.000
C  4.21  1.67  1.63  0.000
N  0.19  2.29  2.40  0.001
H  1.05  0.52  5.14  0.000
H  -0.29  0.32  4.02  0.000
H  -0.28  1.64  5.17  0.000
H  1.41  2.86  3.97  0.000
H  2.07  0.46  2.26  0.000
H  2.96  0.85  3.78  0.000
H  4.76  2.47  1.12  0.000
H  3.90  0.92  0.89  0.000
H  4.88  1.20  2.35  0.000
H  -0.07  1.46  1.86  0.000
H  0.66  2.86  1.70  0.000

Results
Molecular weight: 453.18 g/mol
Expectation value of S²: 0.7845
Multiplicity: 2
DFT total energy: -60669.37201 eV
Total charge: 0
Lowest unoccupied orbital energy (spin up / spin down): -0.868 / -0.691 eV
Kohn-Sham gap (spin up / spin down): 8.007 / 8.185 eV

Look up the molecular weight of the second one.
665.09 g/mol

Which formula does entry 3 have?
C16H52B2N4O5V

Which of these has the highest total charge?
C16H51BO8PtSr